i.
# C47H42BrMgN2O3P2S8

A molecular structure, C47H42BrMgN2O3P2S8 (wB97M-V/def2-TZVPD, OMol25).

Properties
HOMO energy = -4.4452 eV
orbital gap = 6.5 eV
spin multiplicity = 1
net charge = -1

Each line ends with the Mulliken charge.
Atoms and positions in Å:
Br  -3.71565  -6.48239  -0.01084  -0.223
S  -1.35337  -3.05005  -4.93918  -0.197
S  -1.57782  2.56316  -1.07962  0.697
S  -0.36711  1.12808  -4.43388  0.106
S  0.52561  2.02308  -7.13516  -0.240
S  -1.48000  -0.75475  -2.39915  -0.349
S  1.66063  3.27614  -0.75894  -0.712
S  -0.23221  -0.79125  -6.55063  -0.194
S  0.15688  0.32055  2.59378  -0.755
P  1.98446  0.15730  1.75159  1.842
P  2.57546  1.49604  -0.79641  2.223
Mg  -0.15306  -0.14753  -0.07329  1.945
O  0.48306  -2.21611  0.07898  1.334
O  -1.90049  -1.55285  0.44459  -0.013
O  -1.30688  1.41764  -0.12972  -0.612
N  1.93784  -6.05787  0.01552  -0.798
N  2.21822  -4.13148  -1.08543  0.583
C  4.89832  3.15856  3.68035  -0.532
C  2.00671  0.14574  0.05507  -1.129
C  2.34506  -0.35716  -2.90423  1.262
C  3.44145  -4.75874  -1.11270  0.381
C  7.06976  2.13432  0.09425  -0.585
C  -3.23179  -1.08790  0.61434  -1.081
C  6.19254  3.19658  0.23356  -0.560
C  3.67745  -3.96314  3.04318  -0.689
C  2.31169  -2.03987  3.52103  -0.579
C  2.82019  -3.27375  3.89273  -0.854
C  2.68054  0.93891  -2.54104  -0.297
C  4.35820  1.79677  -0.44623  0.204
C  -1.66543  4.00434  0.03198  -0.802
C  -0.83699  -1.37874  -5.01981  0.182
C  -0.00268  0.85275  -6.09783  -0.080
C  3.56545  3.49228  3.49184  -0.794
C  2.65132  -1.47887  2.29320  -0.329
C  1.36652  -4.95957  -0.39275  0.238
C  3.24701  -5.96324  -0.42130  0.642
C  4.67197  -4.37922  -1.63481  -0.765
C  -0.14207  -3.69167  -3.76374  -0.048
C  -2.71678  -3.84000  0.21580  -0.739
C  5.24567  0.73190  -0.58684  -0.501
C  2.68972  2.57151  2.93977  -0.344
C  -2.34743  -5.16946  0.02078  -0.338
C  4.02885  -3.41008  1.82275  -0.749
C  5.35530  1.90268  3.30798  -0.797
C  -0.38587  -3.25976  0.06885  0.926
C  3.12040  1.82320  -3.52296  -0.499
C  6.59260  0.89599  -0.32100  -0.544
C  3.22679  1.41504  -4.84040  -0.890
C  2.45518  -0.77300  -4.22504  -0.230
C  -1.04119  -5.55614  -0.15940  -0.927
C  5.71990  -5.25653  -1.43478  -0.537
C  4.84190  3.02943  -0.03984  -0.672
C  -0.90346  -0.48377  -4.00484  -0.304
C  3.51469  -2.17458  1.45145  0.125
C  3.14268  1.31306  2.56263  0.543
C  4.48218  0.98510  2.74912  -0.263
C  4.31780  -6.83425  -0.23102  -0.890
C  -3.38361  2.50427  -1.26014  -0.727
C  2.89658  0.11131  -5.19558  -0.812
C  -0.03541  -4.58459  -0.15009  0.502
C  -1.72218  -2.88458  0.24652  -0.104
C  -3.97084  3.20393  -0.04370  -0.435
C  -3.11960  4.46080  0.11119  -0.698
C  5.54523  -6.46608  -0.74239  -0.543
H  6.39703  -7.11794  -0.60481  0.376
H  -3.80517  -1.26583  -0.29873  0.366
H  -0.19724  -3.08496  -2.86142  -0.643
H  6.69951  -5.00465  -1.81704  0.420
H  -3.75608  -3.57704  0.33061  0.582
H  3.55118  2.11591  -5.59870  0.411
H  -3.63132  1.45044  -1.38466  0.118
H  3.76304  -1.72898  0.49149  0.300
H  3.35602  2.84397  -3.24604  0.410
H  1.98961  -1.03193  -2.13164  -0.869
H  7.27251  0.06135  -0.43572  0.427
H  -3.86060  2.56684  0.83755  0.146
H  8.12316  2.26685  0.30555  0.367
H  1.64761  2.82428  2.78571  0.213
H  6.55681  4.16073  0.56370  0.425
H  1.39518  -2.42323  0.34321  -0.963
H  4.86617  -0.23368  -0.90519  0.108
H  2.95528  -0.20157  -6.22862  0.441
H  -0.96060  4.75188  -0.31454  0.486
H  6.39717  1.64034  3.43860  0.422
H  -3.34119  5.14971  -0.70871  0.298
H  -3.31108  4.98965  1.04583  0.376
H  -3.69335  -1.58241  1.47262  0.427
H  5.58220  3.87720  4.11239  0.375
H  1.62107  -1.51021  4.16603  0.429
H  4.14476  3.85155  0.06938  0.358
H  2.53645  -3.70778  4.84278  0.385
H  4.18099  -7.75919  0.31045  0.477
H  1.96734  -3.27816  -1.55767  -0.313
H  4.69587  -3.94106  1.15662  0.527
H  -0.43069  -4.71429  -3.53144  0.363
H  3.20592  4.47340  3.77293  0.414
H  0.86248  -3.68349  -4.18605  0.333
H  2.17100  -1.78521  -4.50410  0.242
H  -0.77351  -6.59075  -0.31076  0.587
H  -3.13732  -0.02111  0.80048  0.026
H  -3.62292  3.03134  -2.18452  0.499
H  -1.30073  3.59372  0.97228  0.140
H  4.06264  -4.93398  3.32781  0.390
H  4.80447  -3.44124  -2.15797  0.441
H  4.85100  0.01261  2.44728  0.256
H  -5.03234  3.42698  -0.17009  0.456

=====

ii.
# C47H42BrMgN2O3P2S8

A molecular structure, C47H42BrMgN2O3P2S8 (wB97M-V/def2-TZVPD, OMol25).

Properties
HOMO energy = -4.4348 eV
orbital gap = 6.5 eV
spin multiplicity = 1
net charge = -1

Each line ends with the Mulliken charge.
Atoms and positions in Å:
Br  7.25485  -1.63071  0.80286  -0.228
S  -2.41216  -4.16488  -5.67163  -0.252
S  3.04086  -3.13887  -3.91216  -0.214
S  0.96840  -2.30967  -1.28823  -0.371
S  0.50292  -3.68373  -5.37495  -0.192
S  -0.06533  1.54275  2.16949  -0.742
S  -2.06126  -2.31670  0.30262  0.955
S  -3.73398  0.46572  -0.75371  -0.644
S  -1.22791  -2.94433  -3.22279  0.141
P  -2.23492  1.48675  -1.60869  1.633
P  -0.50739  2.63481  0.52349  1.679
Mg  0.13513  -0.10955  0.09807  1.775
O  -1.06892  -1.40395  1.00463  -0.980
O  1.96348  0.80920  -0.58535  1.337
O  2.03464  -0.99155  1.16453  0.101
N  5.25953  2.54401  -2.39669  -0.817
N  3.19002  1.84673  -2.86640  1.300
C  -4.01319  4.20983  1.86306  -0.733
C  -2.08454  3.92223  -2.95884  -0.397
C  1.28250  4.08584  -1.06936  0.649
C  -1.12374  -3.56959  -4.82813  -0.073
C  -4.14384  3.57753  -1.78120  -0.686
C  2.86888  4.95353  1.02601  -0.903
C  3.46580  2.82995  -3.78389  0.376
C  -1.31841  -0.31835  -5.75696  -0.691
C  -1.61184  -3.95045  0.94202  -0.760
C  -1.87407  0.72627  -3.23324  -0.090
C  4.35960  0.73688  -0.98012  0.716
C  1.28782  -3.10817  -3.92207  0.258
C  3.21201  0.32908  -0.32248  1.192
C  -2.51689  5.17227  -3.36718  -0.559
C  0.94927  3.72742  0.23536  -0.630
C  5.60098  -0.82976  0.33071  -0.281
C  -2.89110  3.11600  -2.15695  0.376
C  0.48445  -2.76064  -2.88953  -0.348
C  1.95832  -2.06497  2.09370  -1.116
C  -2.91055  0.32530  -4.07208  -0.472
C  -2.94684  3.35974  1.61771  -0.451
C  -0.74545  1.68452  -0.84223  -0.878
C  -1.83257  3.81969  0.92207  0.606
C  -4.57761  4.83480  -2.18355  -0.547
C  4.44617  -1.28514  0.96440  -0.840
C  -3.97527  5.52377  1.41725  -0.484
C  3.29442  4.42911  -5.50453  -0.562
C  3.19550  5.30302  -0.27935  -0.586
C  4.76514  3.25933  -3.47240  0.653
C  2.70418  3.39836  -4.79917  -0.833
C  -1.80263  5.13541  0.46858  -0.399
C  5.58248  0.15748  -0.62410  -1.169
C  -3.76811  5.63380  -2.97420  -0.566
C  -3.56488  -3.47984  2.26145  -0.717
C  2.39691  4.87649  -1.32842  -0.612
C  -0.56196  0.59206  -3.66875  0.979
C  -3.52571  -2.22749  1.38466  -0.878
C  5.34134  4.30106  -4.19816  -0.908
C  4.29901  1.72390  -2.06713  0.038
C  -2.87007  5.98512  0.71766  -0.776
C  -0.27944  0.06425  -4.92212  -0.175
C  -2.12978  -3.99025  2.37122  -0.448
C  -2.63460  -0.18442  -5.32989  -0.881
C  4.59340  4.87379  -5.20761  -0.567
C  3.38690  -1.38080  -3.69561  0.188
C  3.24604  -0.68900  0.63653  -0.558
C  1.75275  4.17295  1.28316  -0.581
H  2.58875  -1.85993  2.96158  0.403
H  2.74254  4.90811  -6.30240  0.432
H  -4.17986  -4.24818  1.78527  0.308
H  -3.33907  -1.31397  1.94744  0.210
H  -5.55090  5.19172  -1.86972  0.426
H  -2.84148  7.00456  0.35384  0.420
H  0.75000  -0.06051  -5.24463  0.269
H  -4.40503  -2.07080  0.76620  0.501
H  -1.88053  5.78729  -3.99196  0.437
H  -4.10785  6.61369  -3.28685  0.362
H  1.69990  3.05617  -5.01662  0.431
H  3.49651  5.28043  1.84565  0.392
H  2.25533  -2.99864  1.61040  0.365
H  -4.76675  2.94182  -1.16377  0.339
H  1.91004  1.77099  -0.73340  -0.804
H  3.05509  -0.80315  -4.55731  0.295
H  1.50810  3.87284  2.29460  0.464
H  0.65683  3.71979  -1.87688  0.034
H  -2.07549  -4.99329  2.79825  0.458
H  -1.11091  3.55733  -3.26718  0.035
H  -1.10731  -0.74766  -6.72780  0.420
H  -3.93151  0.40075  -3.71729  0.404
H  6.33878  4.64655  -3.96309  0.479
H  -4.01189  -3.26152  3.23203  0.350
H  -2.10957  -4.68940  0.30955  0.475
H  -0.53518  -4.03883  0.80393  0.199
H  -2.97089  2.33111  1.95530  0.228
H  2.36575  1.26844  -2.82756  -0.540
H  -3.44271  -0.51144  -5.97084  0.384
H  4.50339  -2.08160  1.68993  0.595
H  -0.94526  5.50049  -0.08353  0.337
H  4.46562  -1.27743  -3.58161  0.324
H  -4.81133  6.18544  1.60706  0.368
H  0.22002  0.90145  -2.98228  -0.788
H  0.91455  -2.11263  2.39187  0.083
H  2.89790  -1.04672  -2.78180  -0.836
H  6.48466  0.48475  -1.11907  0.582
H  -1.53427  -3.32118  2.99653  0.156
H  2.64525  5.14385  -2.34756  0.486
H  5.01219  5.68719  -5.78551  0.384
H  4.07888  5.89679  -0.47812  0.375
H  -4.87928  3.84192  2.39868  0.407

=====

Which one sits at the top of the stability order? ii does.

=====

i.
# C4H6O4

2 unconnected molecules or ions with the total composition C4H6O4 (wB97M-V/def2-TZVPD, OMol25).

Properties
HOMO energy (alpha / beta) = -7.9582 / -7.6692 eV
orbital gap (alpha / beta) = 8.6 / 8.1 eV
spin multiplicity = 1
net charge = 0

Each line ends with the Mulliken charge.
Atoms and positions in Å:
O  1.32936  -1.77397  -0.10007  -0.509
O  -1.79529  0.80596  -0.96294  -0.375
O  2.68435  0.48236  0.08225  -0.418
O  -1.93943  -0.41530  1.02535  -0.463
C  1.65386  0.65732  -0.88034  -0.223
C  0.85458  -0.48725  -0.21449  0.252
C  -1.66867  -0.38432  -0.34641  -0.022
C  1.34932  0.63942  0.56546  -0.120
H  2.18750  -1.80993  -0.51076  0.309
H  -2.17097  -1.16838  -0.88414  0.256
H  -1.76761  1.47994  -0.34011  0.301
H  1.79801  1.36695  -1.67833  0.379
H  0.79545  1.47256  1.14300  0.241
H  -1.46563  -1.22291  1.33125  0.391

=====

ii.
# C4H6O4

A molecular structure, C4H6O4 (wB97M-V/def2-TZVPD, OMol25).

Properties
HOMO energy = -9.5730 eV
orbital gap = 10.3 eV
spin multiplicity = 1
net charge = 0

Each line ends with the Mulliken charge.
Atoms and positions in Å:
O  1.59862  -0.61363  0.97142  -0.440
O  -1.89056  0.58556  1.18801  -0.606
O  1.13155  1.40475  -0.19235  -0.547
O  -1.06488  -1.37670  0.22840  -0.553
C  -0.66986  -0.12176  0.10440  0.243
C  0.80496  0.08780  0.05214  0.967
C  1.66733  -1.02916  -0.39531  -0.604
C  -1.69394  0.91348  -0.15690  -0.229
H  -1.28305  1.90591  -0.33946  0.250
H  -2.48479  0.63066  -0.86466  0.232
H  1.24213  -2.00442  -0.59843  0.266
H  1.99637  1.58217  0.19787  0.353
H  -1.93548  -1.19806  0.72228  0.414
H  2.58159  -0.76660  -0.91741  0.252

=====

Which one sits at the top of the stability order? ii does.

=====

i.
# C4H11N2

A gas-phase ion, C4H11N2 (charge +1) (wB97M-V/def2-TZVPD, OMol25).

Properties
HOMO energy = -15.3067 eV
orbital gap = 11.5 eV
spin multiplicity = 1
SMILES = CCC/[NH+]=C\N
net charge = +1

Each line ends with the Mulliken charge.
Atoms and positions in Å:
N  0.09658  -1.63564  2.11500  -0.290
N  0.09443  0.38099  0.97203  -0.049
C  0.43487  0.72509  -1.45324  -0.659
C  -1.05163  0.79651  -1.83327  -1.001
C  0.72848  -0.13219  -0.25228  -0.588
C  -0.03087  -0.33336  2.09165  0.127
H  1.01367  0.21327  -2.23817  0.346
H  0.91561  1.70322  -1.43786  0.399
H  0.38663  -1.16462  -0.35569  0.351
H  -1.23859  1.75773  -2.30539  0.300
H  -1.22332  -0.02502  -2.52114  0.301
H  -0.28669  -2.13275  2.90779  0.257
H  0.63923  -2.16798  1.46633  0.219
H  -0.54550  0.20991  2.87302  0.355
H  -0.01025  1.37955  1.10628  0.266
H  -1.74165  0.63478  -1.00238  0.318
H  1.81900  -0.20947  -0.13269  0.347

=====

ii.
# C4H11N2

A gas-phase ion, C4H11N2 (charge +1) (wB97M-V/def2-TZVPD, OMol25).

Properties
HOMO energy = -14.6077 eV
orbital gap = 11.5 eV
spin multiplicity = 1
SMILES = C=NCCC[NH3+]
net charge = +1

Each line ends with the Mulliken charge.
Atoms and positions in Å:
N  -0.19355  0.95100  -0.97199  -0.367
N  0.69034  0.57156  1.55364  -0.338
C  -0.10816  -0.50620  -1.14899  -0.497
C  -0.95242  1.69061  -1.75365  -0.318
C  0.73971  -0.96084  1.23184  -0.516
C  -0.36840  -1.17060  0.18844  -0.636
H  -0.94582  2.76058  -1.46346  0.235
H  0.04508  0.74210  2.36246  0.390
H  -1.34710  -1.00280  0.63617  0.309
H  1.53223  1.09808  1.76315  0.331
H  -0.33023  -2.22036  -0.06809  0.343
H  0.96291  -0.76475  -1.50389  0.261
H  -1.54542  1.47810  -2.54917  0.321
H  0.60256  -1.52916  2.17514  0.331
H  1.72588  -1.15375  0.85746  0.355
H  0.13577  0.99867  0.66660  0.363
H  -0.64339  -0.98224  -1.97566  0.430

=====

iii.
# C4H11N2

A gas-phase ion, C4H11N2 (charge +1) (wB97M-V/def2-TZVPD, OMol25).

Properties
HOMO energy = -14.6450 eV
orbital gap = 11.8 eV
spin multiplicity = 1
SMILES = C[N@@H+]1CC[C@H]1N
net charge = +1

Each line ends with the Mulliken charge.
Atoms and positions in Å:
N  1.99069  -0.94558  -0.08228  -0.415
N  -0.39638  -0.34157  0.26809  -0.113
C  1.12204  -0.02438  -0.50550  -0.140
C  -1.75965  -0.89789  -0.02434  -0.782
C  0.85086  1.42899  0.06742  -0.441
C  -0.62229  1.12872  0.31269  -0.636
H  1.05860  -0.04021  -1.56833  0.379
H  -1.02795  1.47571  1.25108  0.368
H  2.27345  -1.76052  -0.64354  0.233
H  1.03774  2.41589  -0.54631  0.306
H  -2.51366  -0.19440  0.43690  0.340
H  -1.98722  -0.85720  -1.11617  0.295
H  -1.89831  -1.87130  0.42033  0.338
H  1.42174  1.43992  1.04825  0.261
H  -0.05271  -0.75363  1.17158  0.360
H  2.45833  -0.87101  0.82334  0.231
H  -1.19937  1.20707  -0.61911  0.416

=====

iv.
# C4H11N2

A molecular structure, C4H11N2 (wB97M-V/def2-TZVPD, OMol25).

Properties
HOMO energy = -15.0782 eV
orbital gap = 6.5 eV
spin multiplicity = 1
net charge = +1

Each line ends with the Mulliken charge.
Atoms and positions in Å:
N  0.04997  -1.66471  0.07406  -0.270
N  -0.66642  -0.13777  -1.66059  -0.372
C  0.30386  0.82206  -1.27164  -0.510
C  -0.29796  -0.90282  1.23315  -0.558
C  -0.08948  1.33371  0.12192  -0.672
C  0.45917  0.43204  1.20746  -0.615
H  1.31630  0.36758  -1.26482  0.378
H  0.19981  2.37921  0.21563  0.365
H  -0.54875  -0.55964  -2.59100  0.312
H  0.03280  -1.55123  2.06021  0.448
H  1.47234  0.14277  0.93224  0.335
H  -1.38898  -0.80134  1.28513  0.352
H  0.49822  0.83627  2.21677  0.367
H  0.29227  1.67097  -1.96031  0.447
H  -1.17965  1.37489  0.14899  0.388
H  -0.06414  -2.67871  0.14759  0.266
H  -0.38936  -1.06327  -0.89479  0.339

=====

Which one sits at the top of the stability order? i does.